[1]
98
Properties=species:S:1:pos:R:3:mulliken_charge:R:1 method="wB97M-V/def2-TZVPD" gap_ev=11.29 spin_multiplicity=1 energy_ev=-115334.5177 e_above_lowest_kcal_mol=98.42 homo_energy_ev=-10.89 max_force_ev_per_a=5.45 total_charge=0 smiles="CCOC(=O)C(F)(F)F.CCOC(=O)C(F)(F)F.CCOC(=O)C(F)(F)F.CCOC(=O)C(F)(F)F.CCOC(=O)C(F)(F)F.CCOC(=O)C(F)(F)F.CCOC(=O)C(F)(F)F"
F 6.982 -6.763 -4.083 -0.241
F 6.713 -0.503 -2.350 -0.252
F 7.545 -6.652 -6.156 -0.239
O 7.189 -4.054 -4.897 -0.579
F 5.702 1.310 -1.501 -0.200
H 3.234 5.174 0.186 0.260
O 5.035 -4.453 -5.339 -0.288
O 5.359 0.003 0.613 -0.114
H 3.130 4.969 2.523 0.359
F -0.900 2.482 -1.369 -0.178
F -5.093 -0.442 1.256 -0.220
C 4.503 -2.608 -3.721 -0.801
F -0.707 4.633 -1.608 -0.227
C 6.258 -4.830 -5.208 0.455
O -7.551 -2.895 1.528 -0.220
O -2.964 2.646 -3.975 -0.267
F 0.353 2.186 5.708 -0.268
F -2.105 4.942 -3.694 -0.235
C 5.045 -0.464 1.890 -0.005
H 3.651 -3.029 -3.187 0.305
H -8.577 -5.286 1.904 0.327
C -3.934 -0.653 5.847 -0.827
C 3.558 4.197 1.884 -1.370
F 7.797 1.131 -1.409 -0.280
H -0.994 0.839 -4.207 0.317
C 6.677 0.437 -1.370 0.908
H -3.382 0.456 7.581 0.361
H -1.086 1.031 1.252 0.177
C -3.035 1.260 -4.004 -0.393
F -0.657 3.753 4.459 -0.236
O -5.066 3.070 -3.496 -0.562
O -2.828 2.108 4.032 -0.552
F -5.469 -1.782 2.931 -0.254
H -8.976 -3.412 0.174 0.268
H -9.585 -2.370 1.362 0.338
C 1.164 3.565 -0.744 0.218
H -3.105 -1.325 6.070 0.296
O -7.414 -1.070 0.216 -0.515
C -6.898 -1.861 0.952 0.092
H -1.806 -2.057 1.091 0.337
H -1.506 0.698 -2.557 -0.154
H -4.256 1.354 6.439 0.339
C -3.965 3.467 -3.750 0.376
H -10.120 -4.960 1.407 0.389
F 2.183 -1.893 -0.959 -0.271
C 1.895 -0.619 -1.026 0.983
F -0.004 1.859 3.602 -0.186
C 6.529 -0.338 -0.059 0.259
H 6.489 0.776 2.913 0.358
H -3.692 0.916 -3.205 0.275
H 5.196 -2.389 -5.771 0.356
C -8.881 -3.193 1.238 -0.181
F -4.689 -2.606 1.054 -0.273
C -1.808 0.476 -3.580 -0.672
O -2.180 1.136 6.022 -0.274
C 6.548 -6.357 -5.295 0.816
O 1.472 0.298 1.172 -0.487
H 3.981 -0.621 1.711 0.018
H -9.765 -4.296 2.870 0.314
O 1.819 3.278 -1.766 -0.588
H -4.180 -0.518 4.793 0.141
H 4.644 4.239 1.803 0.450
H 5.440 -1.448 2.139 0.372
F -3.996 5.533 -2.695 -0.266
H -3.550 0.990 -4.926 0.403
C -5.460 -1.670 1.630 1.186
F 3.027 0.025 -0.949 -0.257
C 0.994 -0.129 0.127 0.207
H 5.358 -2.899 -3.111 0.347
O 7.421 -1.081 0.349 -0.546
F 5.433 -7.010 -5.651 -0.236
H 4.916 1.536 2.598 0.021
F 1.327 -0.286 -2.221 -0.209
C -1.988 1.872 4.906 0.385
H 3.532 3.338 2.554 0.212
H 5.150 0.353 3.922 0.426
H 3.623 -2.929 -5.611 0.351
C -0.530 2.413 4.661 0.833
C -3.439 0.635 6.507 -0.396
H -0.755 -1.295 2.217 0.388
H 3.697 3.490 -0.069 0.249
F -0.967 3.821 0.381 -0.265
H -2.278 0.384 0.203 0.230
C -0.412 3.618 -0.813 0.892
C 3.037 4.148 0.496 0.082
H -4.837 -0.846 6.426 0.382
H -1.802 -0.605 -3.727 0.472
O -0.361 -0.251 -0.184 -0.192
C -9.288 -4.460 1.904 -1.242
C -3.453 4.884 -3.702 1.005
H 4.374 -1.526 -3.755 0.284
O 1.637 3.834 0.468 -0.096
H -2.428 -0.849 2.373 0.040
F -3.877 5.502 -4.749 -0.272
C -1.667 -1.128 1.644 -1.054
C 4.607 -3.079 -5.166 -0.528
C -1.370 0.111 0.742 0.079
C 5.411 0.612 2.895 -0.971

***

[2]
52
Properties=species:S:1:pos:R:3:nbo_charge:R:1 method="wB97M-V/def2-TZVPD" gap_ev="6.95 / 7.01" spin_multiplicity=4 energy_ev=-42881.1290 s_squared=3.804 homo_energy_ev="-6.24 / -7.85" max_force_ev_per_a=3.58 total_charge=0
C 0.213 1.222 1.660 0.018
H -0.002 4.790 -2.863 0.214
C 3.115 -1.619 -0.538 -0.950
C -0.065 1.414 -2.286 0.072
H -0.067 -0.118 -3.796 0.218
H -4.039 0.520 2.380 0.229
C -0.004 -2.659 1.716 0.223
C -3.449 -1.079 -0.064 -0.947
P 2.360 -0.195 0.315 1.164
C 3.055 1.241 -0.592 -0.944
H 1.335 -3.971 0.643 0.213
C 0.001 3.257 -4.404 -0.241
C -0.046 2.822 -2.030 -0.195
H 2.663 2.166 -0.151 0.259
H -2.719 -0.557 2.947 0.245
H -2.717 1.693 -1.196 0.255
H -0.049 3.142 -0.983 0.216
H 4.150 1.234 -0.516 0.227
H 2.994 -0.933 2.526 0.244
H 2.877 -1.556 -1.607 0.252
H 1.127 -4.370 2.371 0.208
C -0.792 -2.522 3.009 -0.662
H -3.249 -2.049 0.409 0.263
H 4.204 -1.600 -0.399 0.232
C -2.954 0.353 2.383 -0.957
H -0.001 1.521 -5.705 0.213
N -0.065 0.546 -1.253 -0.490
H 4.344 -0.075 1.710 0.229
O -0.697 -2.247 0.584 -0.804
H 0.030 3.972 -5.228 0.211
H -0.793 -1.483 3.372 0.224
H -0.322 -3.139 3.785 0.214
H -2.388 2.575 0.320 0.256
Tc 0.047 -0.296 0.357 0.408
C -0.053 0.960 -3.640 -0.234
C -2.932 1.731 -0.123 -0.952
C 3.263 -0.077 1.899 -0.953
C -0.017 1.880 -4.676 -0.200
H -1.832 -2.852 2.861 0.217
H 2.755 1.198 -1.645 0.252
H -3.219 -1.159 -1.133 0.250
C -0.015 3.721 -3.082 -0.227
H -2.440 1.205 2.845 0.266
H 0.891 -1.587 1.706 0.072
N 0.285 2.153 2.390 -0.498
H -4.011 1.853 0.039 0.227
C 0.620 -4.006 1.469 -0.645
H -4.503 -0.797 0.069 0.224
H 2.960 0.847 2.408 0.269
P -2.360 0.188 0.667 1.144
H 2.705 -2.554 -0.139 0.243
H -0.193 -4.704 1.207 0.230

***

[3]
83
Properties=species:S:1:pos:R:3:mulliken_charge:R:1 method="wB97M-V/def2-TZVPD" gap_ev="5.24 / 6.33" spin_multiplicity=4 energy_ev=-64057.2547 e_above_lowest_kcal_mol=6.41 s_squared=3.816 homo_energy_ev="-11.54 / -13.26" max_force_ev_per_a=4.07 total_charge=+2
N 15.495 -16.497 -8.048 -0.653
N 9.563 -12.907 -4.434 -0.296
H 19.839 -7.463 -5.431 0.413
O 12.796 -14.042 -4.245 -0.952
C 14.883 -18.790 -3.782 -0.446
N 15.512 -12.125 -5.553 -0.149
C 18.886 -8.242 -7.169 -0.557
C 18.640 -13.674 -3.556 -0.747
H 11.661 -11.386 -1.300 0.472
C 15.978 -15.394 -8.494 -0.426
C 15.774 -15.262 -12.206 -0.784
C 18.744 -15.494 -2.201 0.480
C 14.974 -17.933 -6.063 0.828
H 13.579 -20.496 -3.528 0.398
H 14.851 -10.630 -3.390 0.631
N 17.281 -12.174 -8.458 -0.631
H 11.813 -12.780 -3.629 0.181
H 15.121 -16.843 -10.799 0.546
Tc 16.633 -14.148 -5.737 -1.259
N 18.100 -12.740 -6.254 -0.396
C 15.546 -15.858 -10.966 -0.153
C 20.358 -16.074 -0.655 -0.567
C 16.022 -15.119 -9.902 0.444
C 16.946 -13.328 -11.239 -0.127
H 12.955 -20.529 -5.985 0.412
H 21.095 -13.028 -2.120 0.429
H 18.069 -9.350 -8.793 0.572
C 16.846 -13.410 -8.653 0.058
C 13.499 -11.866 -2.199 -1.402
H 20.142 -9.527 -4.224 0.536
H 21.893 -14.679 -0.277 0.401
C 14.054 -18.912 -6.495 -0.565
C 14.605 -11.673 -3.277 -0.632
C 16.461 -16.958 -4.650 0.293
C 15.446 -17.948 -4.753 0.659
H 17.499 -12.406 -11.493 0.501
N 17.122 -16.764 -3.549 -0.575
H 13.432 -12.935 -2.080 0.452
H 18.591 -17.268 -1.100 0.538
C 18.338 -10.503 -6.972 0.662
C 15.758 -16.851 -6.714 0.283
C 20.982 -14.842 -0.842 -0.659
C 17.800 -11.888 -7.263 0.331
N 11.321 -11.935 -3.344 0.054
N 16.566 -16.246 -5.841 -0.071
C 20.551 -13.943 -1.777 -0.268
C 19.553 -9.508 -5.130 -0.266
H 18.822 -7.437 -7.871 0.427
H 13.759 -19.125 -7.502 0.509
H 15.535 -12.133 -2.903 0.264
H 16.006 -11.319 -5.216 0.207
H 8.679 -12.969 -4.809 0.166
C 19.376 -14.261 -2.517 1.092
C 17.740 -15.628 -3.272 -0.411
C 10.005 -11.921 -3.609 0.730
N 17.636 -14.432 -4.016 0.422
H 12.151 -10.176 -2.612 0.408
H 8.172 -11.211 -3.309 0.272
H 13.438 -11.753 -5.199 0.267
C 18.970 -10.613 -5.707 0.132
C 13.568 -19.756 -5.575 -0.491
H 15.545 -15.804 -13.128 0.381
C 12.115 -11.213 -2.314 -0.722
H 9.494 -10.425 -2.349 0.283
H 13.925 -11.479 -1.255 0.462
C 13.884 -13.794 -4.711 0.234
H 15.298 -12.006 -6.537 0.380
H 16.586 -13.714 -13.300 0.405
H 10.214 -13.644 -4.633 0.165
C 16.655 -13.852 -10.018 0.469
C 18.675 -12.014 -5.231 0.632
N 16.445 -14.268 -7.770 0.430
C 19.192 -16.395 -1.210 -0.646
N 19.090 -12.483 -4.129 -0.604
C 13.905 -19.710 -4.197 -0.848
O 14.697 -14.621 -5.236 0.121
C 14.297 -12.305 -4.718 0.306
H 20.686 -16.774 0.051 0.457
C 18.431 -9.404 -7.808 -0.570
N 9.175 -10.927 -3.194 -0.421
H 15.161 -18.777 -2.703 0.453
C 19.378 -8.309 -5.876 -0.697
C 16.482 -14.121 -12.320 -0.656

***

[4]
34
Properties=species:S:1:pos:R:3:nbo_charge:R:1 method="wB97M-V/def2-TZVPD" gap_ev=6.91 spin_multiplicity=1 energy_ev=-36381.7037 homo_energy_ev=-8.61 max_force_ev_per_a=9.31 total_charge=0 smiles="CC(=O)OCc1ccc2nsnc2c1.Fc1ccccc1"
C -0.014 -1.666 -4.301 0.091
O -1.666 2.072 -1.526 -0.551
C -2.124 0.693 -1.301 -0.127
H 0.698 -3.854 -1.072 0.264
C -0.915 -0.447 -3.671 -0.200
C 1.585 1.146 3.469 -0.190
H -1.392 0.433 -4.286 0.256
H -1.203 -1.262 4.684 0.228
H 2.360 1.827 3.126 0.219
S 1.281 -3.143 -5.894 0.790
C 0.580 -2.886 -3.372 0.098
N 1.380 -3.842 -4.265 -0.549
H -0.793 -1.762 0.058 0.262
H 1.280 3.852 -0.578 0.256
H 0.861 0.695 1.481 0.226
H 0.775 3.121 -2.259 0.246
H 2.082 1.383 5.553 0.216
H 1.472 1.928 -0.968 0.253
N 0.282 -1.682 -5.812 -0.538
O -0.976 2.625 0.823 -0.573
C -1.218 -0.464 -2.045 -0.059
C -0.247 -0.341 2.998 0.394
C 0.825 2.903 -1.091 -0.731
C 0.292 -2.958 -1.742 -0.228
C 1.425 0.897 4.834 -0.226
C -0.615 -1.701 -1.119 -0.223
C -0.690 2.507 -0.504 0.799
C -0.417 -0.590 4.356 -0.284
H -3.244 0.647 -1.714 0.228
H -2.094 0.428 -0.139 0.232
H 0.308 -0.168 6.341 0.219
F -1.054 -0.939 2.112 -0.333
C 0.747 0.520 2.546 -0.269
C 0.428 0.028 5.278 -0.195

***

[5]
6
Properties=species:S:1:pos:R:3:nbo_charge:R:1 method="wB97M-V/def2-TZVPD" gap_ev=9.62 spin_multiplicity=1 energy_ev=-6093.0104 e_above_lowest_kcal_mol=92.27 homo_energy_ev=-9.86 max_force_ev_per_a=4.32 total_charge=0 smiles="C=NN=O"
C -0.321 -0.094 -0.382 -0.062
N -0.444 -1.187 -1.006 -0.290
H 0.689 -0.085 0.092 0.192
H -0.972 0.777 -0.193 0.186
N -1.601 -1.927 -1.482 0.267
O -1.971 -1.585 -2.613 -0.293